(1)
{"formula": "C33H31N6O9Zr", "method": "the ωB97M-V functional and the def2-TZVPD basis", "symbols": ["Zr", "C", "C", "O", "O", "H", "H", "H", "C", "C", "C", "C", "C", "C", "C", "O", "C", "C", "C", "C", "C", "C", "C", "O", "H", "H", "H", "H", "H", "H", "H", "H", "C", "C", "C", "C", "C", "C", "C", "O", "C", "C", "C", "C", "C", "C", "C", "O", "H", "H", "H", "H", "H", "H", "H", "H", "C", "O", "N", "N", "H", "H", "H", "H", "C", "O", "N", "N", "H", "H", "H", "H", "C", "O", "N", "N", "H", "H", "H", "H"], "xyz": [[-3.5452, -0.1310, 1.4251], [0.3966, -0.3774, -0.1151], [-0.9917, -0.2916, 0.3408], [-2.0318, -0.8600, -0.0753], [-1.3426, 0.4793, 1.1744], [0.4021, -0.3882, -1.2050], [0.9444, -1.0402, 0.5547], [0.9459, 0.5486, 0.0550], [6.9679, 0.6522, 2.6374], [6.3977, 0.5519, 1.3489], [5.3564, -0.3061, 0.9532], [4.8000, -1.1485, 1.9367], [5.2766, -1.0830, 3.2536], [6.3898, -0.2635, 3.5888], [4.7021, -1.8923, 4.3997], [4.8880, -1.7635, 5.5947], [3.7149, -2.9127, 3.8837], [3.0710, -3.6309, 4.8623], [2.1771, -4.6420, 4.5429], [1.7434, -4.7459, 3.2027], [2.1448, -3.8231, 2.2918], [3.2005, -2.8890, 2.6093], [3.6521, -1.9938, 1.5519], [3.1392, -2.0793, 0.4340], [7.8619, 1.2322, 2.8127], [6.7802, 1.1828, 0.5602], [5.0966, -0.1290, -0.0800], [6.7703, -0.2925, 4.5992], [3.2564, -3.7642, 5.9179], [1.8272, -5.3435, 5.2858], [0.9690, -5.4721, 3.0042], [1.7599, -3.8672, 1.2837], [4.0557, 2.9774, -1.2873], [4.4787, 2.0010, -2.1735], [3.6067, 1.1860, -2.8061], [2.1897, 1.5162, -2.7018], [1.7221, 2.5910, -1.8228], [2.6913, 3.3258, -1.1802], [0.2701, 3.0083, -1.7038], [-0.0867, 3.7402, -0.8198], [-0.6170, 2.2525, -2.7095], [-1.9939, 2.6539, -2.7726], [-2.9084, 1.8785, -3.4639], [-2.4872, 0.7440, -4.0946], [-1.1762, 0.3857, -4.2011], [-0.2556, 1.2027, -3.4822], [1.1497, 0.7207, -3.5052], [1.5128, -0.3661, -4.0847], [4.7954, 3.5170, -0.7146], [5.5421, 1.9235, -2.3459], [3.8903, 0.3596, -3.4408], [2.2964, 4.1657, -0.6280], [-2.2770, 3.6323, -2.4134], [-3.9595, 2.0912, -3.5911], [-3.2683, 0.1185, -4.5010], [-0.9616, -0.4800, -4.8100], [-5.7121, 0.5234, -1.1162], [-4.7995, 0.2409, -0.3697], [-6.8027, 0.9789, -0.6393], [-5.5746, 0.3480, -2.4536], [-6.7618, 1.0347, 0.3683], [-7.5031, 1.4206, -1.2176], [-6.3040, 0.7320, -3.0373], [-4.9609, -0.3735, -2.8045], [-3.6542, 3.2753, 0.7513], [-3.6617, 2.0472, 0.8878], [-4.7298, 4.0888, 0.7175], [-2.5561, 3.9129, 0.4215], [-5.6827, 3.8171, 0.9131], [-4.3921, 5.0197, 0.5192], [-2.6776, 4.9136, 0.3587], [-1.6142, 3.5838, 0.2644], [-4.5855, -3.2929, 0.1420], [-4.2707, -2.2368, 0.6615], [-3.7584, -4.3030, -0.0885], [-5.7711, -3.6248, -0.2660], [-2.8546, -4.3108, 0.3621], [-3.9282, -5.0601, -0.7350], [-5.9213, -4.5170, -0.7150], [-6.4530, -2.8805, -0.3006]], "lumo_ev": [-6.37, -6.19], "charge": 2, "homo_energy_ev": [-12.78, -12.78], "spin_multiplicity": 2}


(2)
{"formula": "C33H31O5", "method": "the ωB97M-V functional and the def2-TZVPD basis", "symbols": ["C", "C", "O", "C", "O", "C", "C", "C", "O", "O", "C", "C", "C", "C", "C", "C", "C", "C", "C", "C", "C", "C", "C", "C", "C", "C", "C", "C", "C", "O", "C", "C", "C", "C", "C", "C", "C", "C", "H", "H", "H", "H", "H", "H", "H", "H", "H", "H", "H", "H", "H", "H", "H", "H", "H", "H", "H", "H", "H", "H", "H", "H", "H", "H", "H", "H", "H", "H", "H"], "xyz": [[-5.0005, -2.9152, 3.2941], [-3.6346, -3.2572, 2.7566], [-2.9439, -2.0304, 2.3763], [-1.7749, -2.2797, 1.7505], [-1.4634, -3.4080, 1.4126], [-0.8766, -1.0228, 1.4595], [-1.3022, 0.1092, 2.3647], [0.5770, -1.3147, 1.8882], [1.4408, -0.4495, 1.7620], [0.8302, -2.5415, 2.3595], [2.1967, -2.6492, 2.8363], [2.5266, -4.0986, 2.9819], [-0.8590, -0.7887, -0.0419], [-0.3686, -2.0522, -0.7410], [0.9771, -2.3921, -0.7743], [1.3891, -3.5240, -1.4912], [0.4397, -4.3341, -2.1222], [-0.9232, -3.9967, -2.0704], [-1.3155, -2.8538, -1.3804], [-0.2138, 0.5080, -0.5420], [-0.8436, 1.7100, -0.1897], [-0.4276, 2.9401, -0.6646], [-0.9793, 4.1898, -0.1284], [-1.4209, 4.2185, 1.2148], [-1.9784, 5.3710, 1.7617], [-2.0955, 6.5328, 0.9915], [-1.6297, 6.5345, -0.3288], [-1.0788, 5.3807, -0.8800], [0.5402, 2.9726, -1.7791], [0.6730, 4.0043, -2.4714], [1.2875, 1.7299, -2.0567], [2.4329, 1.7757, -2.9705], [3.4434, 0.7885, -2.9040], [4.5540, 0.8334, -3.7497], [4.7121, 1.8715, -4.6770], [3.7309, 2.8693, -4.7480], [2.6121, 2.8072, -3.9229], [0.8259, 0.5546, -1.4817], [-5.5337, -3.8492, 3.4838], [-4.9457, -2.3716, 4.2411], [-5.5956, -2.3424, 2.5799], [-3.0248, -3.7483, 3.5264], [-3.7081, -3.9107, 1.8791], [-0.5871, 0.9403, 2.3478], [-2.2994, 0.4811, 2.1067], [-1.3280, -0.2754, 3.3935], [2.8640, -2.1762, 2.1094], [2.2610, -2.1044, 3.7868], [3.5337, -4.1727, 3.3895], [1.8446, -4.6188, 3.6522], [2.5256, -4.5875, 2.0083], [-1.9115, -0.7031, -0.3423], [1.7107, -1.7353, -0.3014], [2.4600, -3.7279, -1.5731], [0.7618, -5.2245, -2.6755], [-1.6774, -4.5951, -2.5891], [-2.3684, -2.5669, -1.3423], [-1.7259, 1.6771, 0.4524], [-1.2941, 3.3232, 1.8291], [-2.3208, 5.3495, 2.7938], [-2.5381, 7.4300, 1.4175], [-1.6952, 7.4298, -0.9435], [-0.6956, 5.3924, -1.8983], [3.3654, 0.0020, -2.1520], [5.3102, 0.0517, -3.6856], [5.5840, 1.9125, -5.3342], [3.8277, 3.7012, -5.4478], [1.8778, 3.6041, -3.9868], [1.2642, -0.3781, -1.8195]], "lumo_ev": 2.42, "charge": -1, "smiles": "CCOC(=O)C(C)(C(=O)OCC)[C@H](c1ccccc1)c1cc(-c2ccccc2)c([O-])c(-c2ccccc2)c1", "homo_energy_ev": -3.19}


Number 1: E -2328.46389 hartree. Number 2: E -1652.37679 hartree.